ORCA calculation (wB97M-V/def2-TZVPD) on C19H15Cl2NO6 as an isolated structure at a distorted geometry.

```
43
Properties=species:S:1:pos:R:3:forces:R:3
O 6.73051 0.88896 -0.87605 0.1 4.0 -2.7
C 6.79506 -0.03911 -0.19182 -4.6 -2.7 1.5
O 7.84440 -0.73526 0.02242 -3.6 -3.8 5.8
H 8.50937 -0.59019 -0.50608 5.7 1.8 -4.7
C 5.44874 -0.63029 0.44976 3.1 5.2 8.0
H 4.83786 -1.27310 0.03741 -2.5 -3.3 -3.0
C 4.43024 0.61921 1.07502 6.7 4.0 -3.1
C 3.08327 0.30431 1.08911 -0.7 -0.9 8.1
O 2.61358 0.20876 2.23672 -0.9 0.3 -0.3
N 2.45092 -0.07611 0.06349 -5.8 -2.1 -0.5
C 1.04943 -0.29695 -0.04098 -0.3 -2.2 1.4
C 0.20392 -0.73048 0.93251 3.7 -0.4 6.2
C -0.96779 -1.42851 0.72482 0.0 2.2 10.4
C -1.49255 -1.26389 -0.41244 -1.9 -1.0 -9.1
C -0.71107 -1.07049 -1.67161 4.2 2.0 14.8
C 0.52382 -0.66496 -1.22624 2.6 0.7 -8.8
H 1.25108 -0.55098 -2.14994 -0.9 -0.1 1.7
H -1.15331 -1.19639 -2.45461 -4.1 -1.3 -9.3
C -2.83381 -1.51771 -0.76516 -3.4 -0.7 7.9
O -3.46752 -1.67375 -1.67882 -1.9 -0.5 -10.1
O -3.71196 -1.67545 0.34906 0.3 0.7 5.0
C -5.17449 -1.38203 0.44150 4.2 -1.2 -10.6
H -5.53186 -1.65200 1.28436 -2.2 -2.8 5.6
C -5.46602 0.02935 0.12676 -2.3 4.6 -7.3
O -6.52933 0.50316 -0.51113 4.7 -2.8 4.2
C -4.11260 0.88262 -0.14588 -4.3 -2.1 1.2
C -3.38433 0.92865 0.97391 3.7 6.1 -1.3
C -2.14496 1.93097 0.81538 -6.9 -7.5 14.0
C -1.84733 2.12940 -0.30286 6.5 3.9 -11.9
C -2.53845 1.93462 -1.45594 -1.3 1.4 -5.3
C -3.77466 1.43802 -1.42983 -2.2 -2.9 -0.4
H -4.44160 1.11600 -2.36581 1.6 1.2 2.3
H -2.21502 2.34920 -2.47755 0.1 -0.8 1.9
Cl -0.24023 2.76233 -0.61434 0.9 0.7 -0.1
H -1.59526 1.87794 1.71569 0.9 0.9 0.5
Cl -3.87267 0.81523 2.57497 -0.6 -1.1 0.9
H -5.42421 -2.09621 -0.69642 -0.6 2.3 3.7
H -1.61272 -1.46820 1.95123 1.6 -0.6 -4.5
H 0.69001 -0.68957 2.04689 -1.5 0.0 -2.9
H 2.76599 0.28294 -0.70926 2.4 2.1 -5.8
H 4.60825 1.34693 0.21203 -0.3 -0.4 0.8
H 4.76115 1.35414 2.01758 -0.7 -2.9 -2.2
H 5.64615 -1.00111 1.54217 0.4 -0.3 -2.3
```
Positions in Å, forces in eV/Å.

The calculation puts the energy at -58752.4921 eV. The HOMO-LUMO gap is 8.90 eV. Its HOMO energy is -9.29 eV. Its relative energy (zero: lowest compared OMol25 entry of this formula, charge and spin) is 335.03 kcal per mole.

---

ORCA calculation (wB97M-V/def2-TZVPD) on C19H15ClN2O in the gas phase at a distorted geometry.

```
38
Properties=species:S:1:pos:R:3:forces:R:3
Cl -0.89016 0.44338 5.88969 0.0 0.6 -0.3
C -0.67137 0.76684 4.18954 -1.3 -1.9 -2.1
C -0.40428 -0.34001 3.35346 1.1 3.0 -0.8
C -0.03349 -0.01374 2.01864 -0.8 -1.6 -0.3
C -0.30077 1.16305 1.37587 -0.1 2.0 1.9
C 0.14005 1.46262 -0.03864 1.3 1.7 0.1
C 1.45686 0.78346 -0.44981 2.0 -1.2 0.4
N 1.00552 -0.36890 -1.25356 -0.6 0.4 0.7
C 1.77017 -1.52045 -1.40110 -0.5 -1.8 -0.2
C 3.19379 -1.49953 -1.37052 -2.1 0.2 0.2
C 3.86035 -2.68370 -1.46996 2.2 -1.0 -0.1
C 3.21758 -3.86714 -1.78139 2.3 -1.5 0.8
C 1.89054 -3.93363 -1.81558 -2.6 1.9 0.1
C 1.13700 -2.79709 -1.57049 1.2 1.9 -0.4
N -0.36236 -0.27723 -1.52301 0.6 1.9 0.6
C -0.79259 0.86518 -0.99040 -0.2 -3.5 -2.5
C -2.10966 1.34513 -1.31566 -0.7 1.3 1.5
C -2.87222 2.28843 -0.66123 2.2 0.3 1.1
C -4.13977 2.31885 -1.17529 -0.6 0.1 -0.5
C -4.11988 1.42463 -2.14573 0.2 -1.4 -1.5
O -2.85647 0.80928 -2.28481 -2.4 0.0 -0.4
C -0.85638 2.19326 2.23048 1.6 1.8 -3.5
C -1.01369 1.99861 3.53484 0.9 -2.1 3.4
H -0.24140 -1.36209 3.57550 0.0 -0.6 1.1
H 0.38635 -0.85000 1.45550 -0.1 0.2 -0.1
H 0.25825 2.55914 -0.23081 -0.3 -0.7 0.5
H 2.05982 0.38677 0.47884 -1.0 0.9 -1.7
H 2.16935 1.35889 -1.12883 -1.0 -0.1 1.2
H 3.67580 -0.56676 -1.25458 0.7 0.7 0.3
H 4.96430 -2.79755 -1.29493 -1.1 0.7 -0.4
H 3.73110 -4.83395 -1.79524 0.4 0.6 -0.3
H 1.30879 -4.77677 -2.02854 -0.3 -1.5 -0.2
H 0.08747 -2.82823 -1.67691 -1.0 0.0 0.2
H -2.61252 2.94849 0.11501 0.9 0.3 0.9
H -4.97432 2.93458 -0.93827 -0.3 0.3 0.3
H -4.99272 1.21361 -2.73147 0.5 -0.8 -0.8
H -0.85273 3.30480 1.87036 -0.5 -2.3 0.4
H -1.21630 2.74776 4.23905 -0.6 1.4 0.4
```
Positions in Å, forces in eV/Å.

The calculation puts the energy at -37493.2270 eV. The HOMO-LUMO gap is 7.44 eV. Its HOMO energy is -7.23 eV. Its relative energy (zero: lowest compared OMol25 entry of this formula, charge and spin) is 106.25 kcal per mole.

---

ORCA calculation (wB97M-V/def2-TZVPD) on C19H15F2NO2 in the gas phase at a distorted geometry.

```
39
Properties=species:S:1:pos:R:3:forces:R:3
O 0.26837 2.16987 2.69705 -0.7 0.1 -1.1
C -0.19520 2.28835 1.57650 -0.5 -0.6 0.9
C 0.55735 2.67838 0.33454 -0.4 0.2 -0.9
C -0.50882 2.69352 -0.78736 -0.3 0.1 -0.4
C -1.84130 2.31637 -0.11885 -0.8 -0.2 -0.3
O -2.95454 2.22954 -0.62734 1.9 0.1 0.9
N -1.55942 2.05362 1.22911 0.2 -0.8 -1.1
C -2.58504 1.58177 2.23511 0.4 1.0 -1.3
C -3.32409 0.23508 2.06400 0.2 0.0 -0.5
C -2.71082 -0.94793 2.11281 1.1 0.1 0.2
C -3.31429 -2.28326 2.10326 -1.8 -1.1 -0.2
C -2.50652 -3.44216 2.23049 0.2 1.3 0.0
C -3.04603 -4.71844 2.24045 -0.5 0.1 0.2
C -4.43578 -4.91101 2.13114 1.2 0.3 -0.1
C -5.22456 -3.78385 1.97836 -0.6 0.4 0.0
F -6.57695 -3.99132 1.82958 0.9 0.4 0.1
C -4.73462 -2.47159 1.97703 1.3 -1.0 0.2
C -3.50145 2.79736 2.39362 -1.2 -0.4 -0.2
C -2.99846 4.07569 2.62478 -0.1 0.8 0.2
C -3.85316 5.16368 2.83634 -1.0 -0.7 -0.1
C -5.25549 4.99687 2.85037 0.6 -1.0 -0.3
C -5.73077 3.73566 2.50951 -0.3 -0.5 0.2
F -7.08796 3.46358 2.54598 1.2 0.5 -0.2
C -4.89218 2.66072 2.21125 0.2 0.0 0.5
H 1.34255 1.93811 0.11930 -0.2 0.3 0.3
H 1.00994 3.67290 0.45927 0.0 -0.4 0.1
H -0.62254 3.69607 -1.25367 0.1 -0.7 0.2
H -0.30230 1.94071 -1.58112 -0.2 0.6 0.5
H -1.80154 1.50828 2.96443 -0.6 -0.3 1.8
H -4.42127 0.19833 1.92602 1.0 0.4 0.2
H -1.60889 -0.99587 2.19585 -0.5 0.3 0.1
H -1.42350 -3.26191 2.35247 -0.6 -0.4 -0.1
H -2.37215 -5.55886 2.38335 -0.2 0.0 -0.1
H -4.84081 -5.91331 2.13893 -0.2 0.1 0.0
H -5.43032 -1.65000 1.89874 0.0 0.0 -0.1
H -1.93034 4.28717 2.63603 -0.1 -0.3 0.1
H -3.47459 6.15243 3.01950 0.3 0.1 0.1
H -5.95681 5.76207 3.12919 0.0 0.3 -0.1
H -5.33156 1.70485 1.89289 0.1 0.8 0.4
```
Positions in Å, forces in eV/Å.

The calculation puts the energy at -30966.2444 eV. The HOMO-LUMO gap is 8.94 eV. Its HOMO energy is -8.90 eV. Its relative energy (zero: lowest compared OMol25 entry of this formula, charge and spin) is 21.35 kcal per mole.

---

ORCA calculation (wB97M-V/def2-TZVPD) on C19H15F7N2O14S3 as an isolated structure.

```
60
Properties=species:S:1:pos:R:3:forces:R:3
O -2.47242 2.63586 4.04659 -0.3 -0.1 -0.1
S -1.89603 3.45007 3.02542 0.4 -0.1 0.5
O -0.74926 4.25601 3.32151 0.1 0.1 -0.3
C -1.46998 2.39639 1.64842 0.0 0.0 -0.3
C -2.09155 2.20928 0.44211 -0.1 -0.1 0.1
S -3.59029 3.03383 -0.03627 -0.1 0.1 -0.3
C -1.54788 1.30130 -0.52326 0.2 -0.1 0.1
C -0.43159 0.56635 -0.28814 -0.1 -0.1 -0.2
C 0.21777 0.70087 0.95860 -0.4 0.4 -0.1
N 1.30470 0.05634 1.37652 0.2 -0.1 0.2
S 1.58973 0.59021 2.85726 0.3 -0.2 0.0
N 0.40750 1.62835 3.05248 0.0 0.1 0.2
C -0.30201 1.61800 1.92526 0.0 -0.1 -0.1
C -3.16609 4.77124 2.65822 0.0 -0.2 0.0
F -2.83458 5.51906 1.61744 0.0 0.0 0.0
F -3.08607 5.51255 3.76161 -0.2 0.2 0.1
F -4.40227 4.31787 2.54407 0.0 0.1 0.1
H -4.42802 2.31610 0.72031 0.0 -0.1 0.1
H -2.06584 1.17832 -1.46191 -0.2 0.1 0.0
H -0.06395 -0.12909 -1.02796 0.1 0.0 0.0
C -2.93851 -0.98037 -4.66623 -0.1 0.1 0.0
C -2.47857 -2.41747 -4.80930 0.1 0.1 0.0
O -1.83804 -2.64731 -3.56271 -0.2 -0.2 -0.1
C -2.40744 -1.82477 -2.63852 0.0 0.0 0.0
O -2.26898 -1.94322 -1.46839 0.1 0.0 0.1
O -3.14313 -0.87349 -3.24982 0.0 0.0 -0.1
F -1.57971 -2.57593 -5.80495 0.1 0.0 0.1
H -2.15306 -0.28951 -4.97429 0.1 -0.1 0.0
H -3.85643 -0.75755 -5.20116 -0.1 0.0 0.1
H -3.28156 -3.14450 -4.93733 0.0 0.0 -0.1
C -0.37453 7.38483 4.84577 0.0 -0.1 0.1
C -0.80664 7.63051 3.41772 0.0 0.1 0.0
O 0.26453 8.39870 2.90167 0.1 -0.2 -0.1
C 1.38667 8.08121 3.61150 -0.1 0.1 0.1
O 2.48899 8.36416 3.29148 0.1 0.1 0.0
O 1.05148 7.39077 4.72601 -0.1 0.0 0.0
F -1.95312 8.35331 3.33772 0.1 0.1 0.0
H -0.68852 8.20492 5.49348 -0.1 0.0 -0.1
H -0.72341 6.43801 5.24744 0.2 -0.1 -0.1
H -0.91552 6.72419 2.82429 -0.1 0.0 0.0
C -0.33829 -5.12417 -1.43713 -0.1 0.1 0.0
C 0.69374 -4.72660 -2.46902 0.0 -0.1 0.1
O 1.21931 -5.97427 -2.87736 -0.1 0.1 -0.1
C 0.24692 -6.91901 -2.68603 0.0 0.0 0.1
O 0.27107 -8.00919 -3.13816 0.0 -0.1 0.0
O -0.74439 -6.41138 -1.91632 0.0 0.1 0.0
F 1.69476 -3.97828 -1.93721 0.0 0.0 0.0
H 0.11522 -5.22743 -0.45016 0.1 0.0 0.0
H -1.18436 -4.44449 -1.38356 -0.1 -0.1 -0.1
H 0.28484 -4.20443 -3.33449 0.1 0.1 0.0
C 4.51850 -5.13304 -0.68546 -0.2 -0.1 0.0
C 5.67818 -5.01052 -1.65019 0.1 0.1 0.1
O 6.79676 -5.04295 -0.78524 0.0 -0.2 -0.1
C 6.44331 -5.73664 0.33636 -0.1 0.1 0.0
O 7.20120 -6.14464 1.14508 0.1 0.0 0.1
O 5.09782 -5.89560 0.37745 0.0 0.0 -0.1
F 5.66675 -3.83620 -2.32582 0.0 0.0 0.1
H 4.21641 -4.15364 -0.31216 0.1 0.1 -0.1
H 3.65750 -5.64591 -1.10361 0.1 -0.1 0.1
H 5.75840 -5.82700 -2.36959 0.0 0.1 -0.1
```
Positions in Å, forces in eV/Å.

The calculation puts the energy at -103118.5338 eV. The HOMO-LUMO gap is 8.56 eV. Its HOMO energy is -10.13 eV.

---

ORCA calculation (wB97M-V/def2-TZVPD) on C19H15IO5S in the gas phase at a distorted geometry.

```
41
Properties=species:S:1:pos:R:3:forces:R:3
C 1.36219 0.50223 -5.01863 1.2 4.7 0.5
C 0.95892 0.07828 -3.68060 -1.6 -4.1 2.8
C 0.63577 -1.27897 -3.58011 -0.1 5.4 -0.2
C -0.10918 -1.75478 -2.46060 1.9 -0.9 0.1
O -0.32720 -2.93903 -2.45942 -1.6 -1.7 0.8
C -0.25730 -0.89816 -1.25487 1.0 0.7 -2.4
O -0.72930 -1.58244 -0.18623 0.2 0.6 0.2
C 0.10989 -1.74105 0.87414 1.4 1.0 2.1
C -0.46837 -2.17708 2.05218 -2.4 -1.2 0.0
C 0.24158 -2.46688 3.20904 -0.6 0.1 -0.8
C 1.53962 -2.06753 3.33918 0.9 0.4 0.7
I 2.58978 -2.28032 5.26662 -0.7 0.1 -1.5
C 2.15192 -1.44740 2.25910 -3.4 -1.3 -1.6
C 1.47501 -1.35286 0.99101 -0.5 -0.6 1.2
C 0.18412 0.39526 -1.34768 -0.9 -1.7 -1.2
C 0.04116 1.29526 -0.20303 1.8 0.8 -1.0
C 1.03862 2.22846 0.02842 0.0 -0.7 -1.7
C 0.98554 3.08845 1.07507 0.4 1.1 1.4
C 0.03217 2.98172 2.07376 -1.6 -2.4 -1.2
S -0.03692 4.18515 3.39312 -0.5 1.8 -1.0
C 1.00205 3.49017 4.72658 0.4 2.7 0.4
O -1.43855 4.23213 3.77962 1.2 -0.5 0.4
O 0.52804 5.43074 2.86148 0.0 -1.6 0.8
C -1.00986 1.97549 1.82482 2.0 2.0 0.5
C -1.00608 1.23508 0.66365 -2.5 -0.7 0.2
O 0.75188 0.88294 -2.56940 0.0 0.2 0.5
H 2.44783 0.46477 -5.22280 -0.5 -0.4 0.1
H 0.75332 -0.03581 -5.67679 -0.4 -0.7 -1.3
H 1.12467 1.61497 -5.15689 0.2 -1.4 0.1
H 0.61301 -1.70318 -4.54750 0.1 -1.5 -0.3
H -1.59542 -2.40775 2.08595 1.9 0.3 -0.4
H -0.28673 -3.06309 3.89784 -0.3 -0.2 1.2
H 3.12244 -1.19337 2.36570 3.0 1.1 -0.1
H 1.99579 -1.02961 0.11707 0.4 0.4 -0.3
H 1.75627 2.30154 -0.78318 0.3 0.3 0.4
H 1.68553 3.89387 1.14264 0.5 0.3 0.0
H 0.80654 4.12410 5.65406 -0.6 -1.3 -1.0
H 2.09745 3.70284 4.61788 -1.0 -0.6 -0.8
H 0.69454 2.47090 4.69237 0.1 -0.8 0.8
H -1.81615 1.84630 2.49390 -0.7 0.2 0.7
H -1.94829 0.69490 0.35873 1.3 0.2 0.7
```
Positions in Å, forces in eV/Å.

The calculation puts the energy at -49115.5101 eV. The HOMO-LUMO gap is 8.24 eV. Its HOMO energy is -8.87 eV. Its relative energy (zero: lowest compared OMol25 entry of this formula, charge and spin) is 44.66 kcal per mole.

---

ORCA calculation (wB97M-V/def2-TZVPD) on C19H15N3O6 as an isolated structure at a distorted geometry.

```
43
Properties=species:S:1:pos:R:3:forces:R:3
O 0.60956 3.92949 0.11613 -1.6 5.5 -5.6
C 0.71687 3.11735 0.89036 3.6 -6.1 6.2
N 0.00775 1.94880 1.12999 4.8 4.0 4.9
C -0.96038 1.50732 0.36685 -1.0 0.8 -2.8
C -1.33857 2.19102 -0.96768 -0.4 -7.9 7.3
C -2.26258 1.46943 -1.53543 -1.2 -1.4 1.7
C -2.86205 0.33950 -0.93118 -3.2 2.0 -9.2
C -2.34488 -0.27773 0.02292 1.2 -4.9 7.8
C -1.38793 0.34027 0.84635 -2.8 -2.2 -1.0
H -1.23494 -0.08094 1.82956 0.7 0.1 -0.1
O -2.97702 -1.59055 0.41219 0.7 3.9 -4.0
C -3.82664 -1.60919 -0.77392 -6.1 -0.4 0.7
O -3.81199 -0.42157 -1.79709 2.7 -1.4 5.1
H -5.02333 -1.61774 -0.35553 3.2 0.3 -1.0
H -3.79051 -2.54065 -1.30209 0.8 -0.3 -0.5
H -2.53924 1.81325 -2.41746 -2.0 1.0 -4.1
H -0.95984 3.03655 -1.13890 2.9 6.3 -2.0
H 0.21573 1.63914 2.17325 -0.8 0.1 -3.0
C 2.03418 3.15463 1.83520 -0.2 4.3 4.9
H 1.70297 3.21195 3.09972 0.4 0.2 -3.7
H 2.66928 4.23125 1.66171 -1.9 -3.3 0.1
O 2.97994 2.12080 1.86750 0.4 -0.4 -2.3
C 2.68946 0.91612 2.33698 -2.6 -0.3 4.0
O 1.84911 0.83044 3.35137 4.0 -0.6 -5.5
C 3.56547 -0.20550 1.37417 -10.0 -3.9 9.2
N 2.44471 -0.56977 0.45508 4.4 4.9 1.0
C 2.25206 0.42998 -0.61558 -5.0 -11.4 -0.2
N 1.60930 -0.05771 -1.60192 1.4 6.7 -0.5
C 0.70028 -0.95345 -1.35678 -4.6 0.4 -9.1
C -0.28537 -1.22454 -2.47559 2.5 -2.8 4.8
C -0.96606 -2.41358 -2.52472 -0.6 6.4 -5.0
C -0.91694 -3.15121 -1.50516 -1.5 -10.1 11.0
C -0.10052 -3.05400 -0.36957 -0.1 11.1 -10.1
C 0.71791 -1.77087 -0.42170 -0.6 -9.2 9.4
C 1.69183 -1.59093 0.69537 -0.8 -7.8 3.3
O 1.90675 -2.55946 1.67903 -1.1 5.5 -4.9
H 0.02117 -3.65103 0.30362 1.0 -6.6 7.7
H -1.71846 -4.15393 -1.14629 2.2 2.8 -2.3
H -1.70866 -2.53211 -3.25574 -0.6 -0.4 -1.3
H -0.12647 -0.59750 -3.20073 0.1 3.4 -4.3
H 2.85117 1.12720 -0.55005 5.8 7.1 0.1
H 3.52753 -1.01968 2.53365 0.6 1.6 -4.5
H 4.37933 0.28911 1.26212 5.4 2.6 -2.3
```
Positions in Å, forces in eV/Å.

The calculation puts the energy at -36686.1569 eV. The HOMO-LUMO gap is 7.90 eV. Its HOMO energy is -8.30 eV. Its relative energy (zero: lowest compared OMol25 entry of this formula, charge and spin) is 315.94 kcal per mole.